(1)
Entry from the Open Molecules 2025 dataset: C31H52N2O2PdSi5 as an isolated structure (ωB97M-V/def2-TZVPD).

- Total charge: -2
- Total energy: -3047.8683 Ha
- LUMO energy (alpha / beta): 4.7 / 4.7 eV
- Highest occupied orbital energy (alpha / beta): -0.0330 / -0.0333 Eh
- Max |F|: 0.0114 Eh/bohr

```
93
Properties=species:S:1:pos:R:3:lowdin_charge:R:1
Pd 0.146 -0.194 -0.528 0.40
C 2.083 -2.133 -2.772 -0.18
Si 0.456 -3.056 -2.582 0.37
C 0.940 -4.810 -2.002 -0.19
C -0.237 -3.225 -4.345 -0.18
N -0.647 -2.273 -1.547 -0.08
C -1.894 -2.741 -1.364 -0.33
C -2.342 -4.036 -1.750 -0.07
C -3.656 -4.461 -1.635 -0.14
C -4.634 -3.624 -1.122 -0.15
C -4.246 -2.351 -0.699 -0.06
C -2.932 -1.945 -0.774 -0.20
O -2.560 -0.660 -0.399 -0.07
C -3.262 0.041 0.530 -0.28
C -3.813 -0.537 1.671 -0.03
C -4.429 0.270 2.613 -0.09
C -4.498 1.646 2.438 -0.12
C -3.931 2.214 1.305 -0.09
C -3.318 1.418 0.350 0.01
H 2.667 -2.586 -3.582 0.03
H 2.672 -2.196 -1.858 -0.03
H 1.930 -1.080 -3.004 -0.01
H 0.471 -5.599 -2.598 0.01
H 0.634 -4.948 -0.962 0.02
H 2.024 -4.951 -2.053 0.01
H 0.307 -3.975 -4.929 0.01
H -0.155 -2.268 -4.867 0.01
H -1.293 -3.504 -4.328 0.01
H -1.612 -4.725 -2.157 0.07
H -3.914 -5.464 -1.958 0.08
H -5.668 -3.936 -1.047 0.07
H -4.985 -1.665 -0.304 0.11
H -3.725 -1.604 1.820 0.12
H -4.839 -0.183 3.509 0.09
H -4.968 2.271 3.188 0.09
H -3.952 3.288 1.165 0.10
H -2.839 1.846 -0.522 0.09
C -0.045 -0.920 1.595 -0.20
C 0.816 -0.924 2.772 -0.33
C 1.420 -2.093 3.273 -0.10
C 2.188 -2.091 4.428 -0.14
C 2.379 -0.923 5.157 -0.16
C 1.783 0.247 4.688 -0.14
C 1.033 0.249 3.527 -0.08
H -0.853 -0.206 1.781 0.03
H -0.470 -1.913 1.416 0.03
H 1.267 -3.022 2.734 0.10
H 2.637 -3.019 4.768 0.08
H 2.981 -0.920 6.058 0.07
H 1.922 1.178 5.230 0.09
H 0.608 1.176 3.162 0.09
O 1.865 3.363 0.508 -0.21
N 1.958 2.184 0.821 -0.22
C 0.477 1.114 -4.102 -0.24
Si -0.409 1.037 -2.411 0.38
C -0.829 2.865 -1.980 -0.24
C -2.101 0.392 -3.037 -0.22
Si 2.067 0.947 -0.607 0.33
Si 3.380 2.385 -2.007 0.40
C 4.696 3.155 -0.872 -0.23
C 2.630 3.880 -2.900 -0.23
C 4.391 1.513 -3.369 -0.22
Si 3.799 -0.512 0.175 0.42
C 5.293 -0.719 -0.987 -0.24
C 3.203 -2.285 0.491 -0.23
C 4.554 0.151 1.774 -0.22
H -0.050 1.833 -4.741 0.02
H 0.427 0.138 -4.591 0.01
H 1.520 1.411 -4.055 -0.03
H -1.890 3.050 -2.181 0.01
H -0.256 3.579 -2.573 0.00
H -0.636 3.089 -0.928 0.00
H -2.392 0.974 -3.921 0.02
H -2.892 0.488 -2.292 0.00
H -2.037 -0.662 -3.317 0.01
H 4.215 3.792 -0.127 0.01
H 5.381 3.772 -1.463 0.02
H 5.288 2.407 -0.341 0.00
H 2.044 4.484 -2.205 0.02
H 1.990 3.586 -3.733 0.00
H 3.444 4.496 -3.297 0.02
H 4.917 0.629 -3.004 -0.02
H 5.140 2.213 -3.757 0.02
H 3.771 1.201 -4.209 0.01
H 5.025 -1.279 -1.886 0.02
H 6.060 -1.288 -0.450 0.02
H 5.737 0.230 -1.293 0.00
H 3.740 -3.000 -0.139 0.02
H 2.130 -2.381 0.312 0.00
H 3.383 -2.547 1.534 0.01
H 5.080 1.093 1.596 0.01
H 5.271 -0.574 2.176 0.02
H 3.786 0.327 2.526 0.01
```

(2)
Entry from the Open Molecules 2025 dataset: C5H8O3 as an isolated structure (ωB97M-V/def2-TZVPD).

- Total energy: -420.7175 Ha
- LUMO energy: 0.2 eV
- Highest occupied orbital energy: -0.3368 Eh
- Max |F|: 0.1805 Eh/bohr

```
16
Properties=species:S:1:pos:R:3:lowdin_charge:R:1
C -1.056 -0.145 -0.225 -0.43
C -0.708 1.389 -0.361 -0.05
C 0.666 1.490 -0.146 -0.01
C 1.358 0.110 0.043 -0.44
C 0.086 -0.789 0.067 -0.41
H -2.632 0.552 1.118 0.29
H -1.893 -0.692 -1.102 0.22
H -1.490 2.188 -0.787 0.14
H 1.167 2.559 -0.373 0.14
H 1.670 0.001 -1.073 0.19
H 2.570 -0.227 1.546 0.14
H -0.118 -0.681 1.275 0.21
H -0.573 -2.761 -0.898 0.26
O -1.884 -0.621 0.940 -0.21
O 2.427 -0.320 0.589 0.07
O 0.409 -2.053 -0.612 -0.10
```

(3)
Entry from the Open Molecules 2025 dataset: C8H10N4 as an isolated structure (ωB97M-V/def2-TZVPD).

- Total energy: -529.7033 Ha
- LUMO energy: 0.8 eV
- Highest occupied orbital energy: -0.2991 Eh
- Max |F|: 0.0915 Eh/bohr

```
22
Properties=species:S:1:pos:R:3:lowdin_charge:R:1
C 4.070 -0.803 0.110 -0.21
C 3.075 0.289 0.004 -0.35
C 0.540 0.336 -0.094 -0.30
C -0.863 2.347 0.127 -0.08
C -2.030 1.607 -0.169 -0.06
C -2.900 -0.837 0.101 -0.04
C -2.161 -2.016 0.085 -0.17
C -0.761 -0.448 -0.094 -0.23
H 5.058 -0.285 0.971 0.16
H 4.604 -1.108 -1.074 0.14
H 3.344 -1.743 0.869 0.17
H 3.527 1.157 -0.686 0.14
H 3.099 0.779 1.008 0.09
H 1.766 -1.403 -0.406 0.13
H -0.671 3.471 0.242 0.12
H -3.093 2.032 -0.125 0.13
H -3.934 -0.716 0.193 0.09
H -2.558 -3.037 -0.049 0.11
N 1.673 -0.351 -0.369 0.05
N 0.432 1.637 0.132 0.07
N -1.970 0.203 -0.043 -0.03
N -0.845 -1.776 0.086 0.09
```

(4)
Entry from the Open Molecules 2025 dataset: a 12-piece molecular cluster, C46H127N11O12 overall (ωB97M-V/def2-TZVPD).

- Total energy: -3333.7858 Ha
- LUMO energy: 0.5 eV
- Highest occupied orbital energy: -0.3159 Eh
- Max |F|: 0.0392 Eh/bohr
- SMILES: COC[C@H](C)N.COC[C@H](C)N.COC[C@H](C)N.COC[C@H](C)N.COC[C@H](C)N.COC[C@H](C)N.COC[C@H](C)N.COC[C@H](C)N.COC[C@H](C)N.COC[C@H](C)N.COC[C@H](C)N.CCO

```
196
Properties=species:S:1:pos:R:3:lowdin_charge:R:1
C 6.050 -0.459 4.562 -0.05
C 6.367 0.512 3.419 -0.43
C 5.357 0.477 2.278 -0.22
O 5.441 -0.772 1.623 -0.18
C 4.872 -0.701 0.332 -0.11
N 6.389 1.862 4.000 0.03
H 5.719 -1.421 4.163 0.06
H 5.247 -0.048 5.174 0.08
H 6.933 -0.673 5.164 0.08
H 7.337 0.267 2.968 0.14
H 5.461 1.343 1.618 0.12
H 4.364 0.554 2.748 0.11
H 3.782 -0.641 0.408 0.06
H 5.129 -1.615 -0.204 0.10
H 5.248 0.138 -0.262 0.08
H 6.871 2.484 3.351 0.07
H 7.018 1.849 4.799 0.07
C -2.306 2.731 -7.799 -0.07
C -2.576 1.243 -7.874 -0.44
C -3.487 0.801 -6.736 -0.20
O -2.837 1.033 -5.494 -0.21
C -3.397 0.397 -4.369 -0.09
N -3.096 0.940 -9.201 0.04
H -3.252 3.285 -7.741 0.08
H -1.788 3.244 -8.607 0.08
H -1.750 2.919 -6.876 0.07
H -1.625 0.747 -7.652 0.12
H -3.703 -0.273 -6.823 0.11
H -4.454 1.320 -6.677 0.13
H -4.348 0.884 -4.122 0.09
H -2.714 0.577 -3.539 0.07
H -3.504 -0.681 -4.524 0.07
H -3.238 -0.038 -9.427 0.07
H -4.016 1.371 -9.250 0.08
C 3.026 -5.506 7.609 -0.07
C 1.997 -4.969 6.623 -0.41
C 2.049 -3.469 6.423 -0.22
O 1.176 -3.145 5.359 -0.21
C 1.147 -1.750 5.070 -0.08
N 2.254 -5.677 5.333 0.03
H 2.862 -6.552 7.864 0.08
H 2.989 -4.952 8.556 0.07
H 4.057 -5.401 7.276 0.06
H 0.981 -5.263 6.897 0.14
H 3.050 -3.120 6.133 0.12
H 1.786 -2.985 7.374 0.13
H 0.724 -1.211 5.923 0.09
H 0.554 -1.614 4.169 0.07
H 2.205 -1.505 4.897 0.08
H 1.863 -5.055 4.622 0.04
H 3.237 -5.534 5.042 0.01
C -0.076 7.116 -2.351 -0.06
C 0.633 5.759 -2.469 -0.44
C -0.297 4.560 -2.516 -0.22
O -1.068 4.531 -1.335 -0.19
C -1.795 3.339 -1.169 -0.10
N 1.438 5.736 -3.686 0.03
H 0.681 7.875 -2.149 0.07
H -0.787 7.180 -1.521 0.07
H -0.644 7.338 -3.256 0.08
H 1.238 5.646 -1.566 0.13
H 0.269 3.620 -2.587 0.10
H -0.987 4.544 -3.374 0.13
H -2.526 3.460 -0.367 0.08
H -1.103 2.555 -0.844 0.07
H -2.412 3.086 -2.037 0.09
H 1.979 6.592 -3.764 0.07
H 0.819 5.808 -4.491 0.07
C 1.412 4.490 3.072 -0.04
C 1.469 3.076 2.489 -0.42
C 2.217 3.074 1.149 -0.18
O 1.896 1.855 0.501 -0.23
C 2.469 1.707 -0.766 -0.11
N 2.079 2.126 3.419 0.06
H 0.970 5.111 2.294 0.08
H 2.406 4.774 3.417 0.08
H 0.729 4.510 3.921 0.07
H 0.452 2.736 2.269 0.12
H 3.303 3.187 1.241 0.13
H 1.826 3.903 0.543 0.12
H 2.274 2.466 -1.536 0.09
H 2.149 0.786 -1.257 0.07
H 3.558 1.668 -0.645 0.08
H 2.418 1.342 2.867 0.04
H 2.909 2.503 3.869 0.07
C -4.293 -2.808 -1.631 -0.06
C -5.492 -3.347 -2.414 -0.42
C -5.350 -3.049 -3.933 -0.20
O -4.218 -3.779 -4.394 -0.21
C -3.973 -3.577 -5.777 -0.09
N -5.557 -4.787 -2.177 0.04
H -4.559 -2.821 -0.572 0.07
H -4.068 -1.751 -1.817 0.05
H -3.352 -3.324 -1.814 0.08
H -6.392 -2.803 -2.118 0.14
H -5.328 -1.969 -4.103 0.11
H -6.192 -3.501 -4.473 0.12
H -3.539 -2.584 -5.914 0.07
H -4.876 -3.778 -6.357 0.09
H -3.219 -4.300 -6.091 0.09
H -6.419 -5.136 -2.596 0.07
H -4.833 -5.157 -2.794 0.07
C 7.002 -5.316 3.042 -0.06
C 5.544 -4.963 3.341 -0.40
C 4.550 -5.845 2.609 -0.21
O 4.695 -5.794 1.203 -0.20
C 3.838 -6.653 0.503 -0.11
N 5.283 -5.188 4.789 0.03
H 7.130 -5.449 1.960 0.08
H 7.198 -6.323 3.421 0.08
H 7.721 -4.592 3.415 0.07
H 5.371 -3.904 3.144 0.13
H 3.514 -5.551 2.805 0.11
H 4.712 -6.883 2.932 0.14
H 4.078 -6.652 -0.557 0.09
H 2.803 -6.331 0.671 0.09
H 3.938 -7.688 0.855 0.09
H 5.767 -4.485 5.335 0.08
H 5.700 -6.083 5.023 0.08
C -1.049 -0.305 -1.077 -0.05
C -0.720 -0.852 0.304 -0.41
C 0.502 -1.749 0.264 -0.16
O 0.621 -2.332 1.581 -0.20
C 1.952 -2.679 1.879 -0.11
N -0.504 0.276 1.237 0.08
H -1.328 -1.123 -1.744 0.08
H -0.192 0.239 -1.473 0.06
H -1.920 0.339 -0.953 0.06
H -1.581 -1.403 0.686 0.11
H 1.377 -1.116 0.085 0.11
H 0.457 -2.622 -0.391 0.14
H 2.514 -1.876 2.372 0.08
H 2.508 -3.017 1.000 0.09
H 1.946 -3.496 2.603 0.08
H -0.057 -0.126 2.064 0.07
H 0.283 0.800 0.826 0.05
C 0.481 0.928 -4.270 -0.05
C 0.855 0.748 -5.756 -0.41
C 2.346 1.060 -5.945 -0.22
O 2.653 0.952 -7.308 -0.19
C 3.983 1.303 -7.625 -0.10
N 0.672 -0.678 -6.121 0.05
H -0.576 0.690 -4.183 0.05
H 0.636 1.996 -4.086 0.06
H 1.078 0.312 -3.601 0.07
H 0.188 1.349 -6.380 0.12
H 2.888 0.324 -5.339 0.13
H 2.518 2.069 -5.549 0.13
H 4.696 0.597 -7.187 0.09
H 4.193 2.328 -7.311 0.09
H 4.088 1.207 -8.704 0.09
H 1.359 -0.868 -6.845 0.06
H -0.247 -0.782 -6.537 0.05
C -5.901 5.914 -0.946 -0.06
C -5.442 4.636 -1.626 -0.44
C -5.469 3.445 -0.689 -0.22
O -4.849 2.375 -1.373 -0.23
C -4.921 1.135 -0.681 -0.08
N -6.329 4.321 -2.770 0.04
H -5.382 6.047 0.007 0.08
H -6.973 5.869 -0.755 0.08
H -5.688 6.799 -1.545 0.07
H -4.400 4.696 -1.968 0.13
H -6.502 3.228 -0.385 0.14
H -4.918 3.657 0.238 0.12
H -5.930 0.736 -0.562 0.09
H -4.465 1.314 0.299 0.08
H -4.302 0.429 -1.230 0.05
H -6.102 3.352 -2.978 0.06
H -6.104 4.905 -3.564 0.07
C -3.413 2.650 4.942 -0.07
C -2.234 2.202 4.103 -0.44
C -1.522 1.020 4.758 -0.19
O -1.276 1.161 6.159 -0.21
C -0.158 1.972 6.474 -0.11
N -2.748 1.920 2.757 0.04
H -3.076 2.853 5.968 0.07
H -4.267 1.983 5.073 0.08
H -3.788 3.631 4.641 0.08
H -1.583 3.083 4.083 0.12
H -0.549 0.780 4.309 0.10
H -2.113 0.102 4.690 0.11
H -0.192 2.081 7.558 0.09
H -0.299 2.994 6.095 0.08
H 0.761 1.556 6.063 0.07
H -2.063 1.391 2.199 0.02
H -3.489 1.228 2.871 0.06
C -2.675 -2.164 3.075 -0.09
C -3.332 -3.274 2.312 -0.33
O -4.750 -3.161 2.419 -0.08
H -1.621 -2.392 3.234 0.07
H -3.193 -2.079 4.034 0.08
H -2.759 -1.171 2.628 0.05
H -3.041 -4.236 2.756 0.12
H -2.967 -3.353 1.279 0.10
H -5.127 -3.968 2.053 0.08
```

Which formula does entry 3 have?
C8H10N4

total energy of number 4 (C46H127N11O12)?
-3333.7858 Ha

The lowest total energy belongs to which entry?
C46H127N11O12

Among the records above, which one has the highest max |F|?
C5H8O3